{"formula": "C5H13N2", "method": "the ωB97M-V functional and the def2-TZVPD basis", "elements": ["C", "C", "C", "N", "C", "C", "N", "H", "H", "H", "H", "H", "H", "H", "H", "H", "H", "H", "H", "H"], "coordinates": [[0.2252, -1.0231, 1.5175], [-1.1755, -0.5833, 1.2613], [-1.2603, -0.5038, -0.2858], [0.7946, 1.4557, -2.8227], [0.3829, 0.5301, -1.8943], [-0.5519, 0.6952, -0.7898], [1.1209, 0.2206, 1.6858], [0.4545, -1.5590, 2.4589], [0.7134, -1.5057, 0.7334], [-1.6228, 0.2908, 1.7127], [-1.8292, -1.5051, 1.5747], [-0.7295, -1.4406, -0.5285], [-2.2953, -0.5152, -0.7105], [-0.0030, 1.6578, -3.4792], [1.4938, 1.1163, -3.4410], [0.7877, -0.5568, -2.0499], [-0.4404, 1.7521, -0.2718], [0.7738, 0.6001, 2.5534], [0.9775, 0.9966, 0.9933], [2.1837, -0.1228, 1.7824]], "atomic_forces_ev_per_a": [[1.4, 2.4, 2.5], [-2.4, -3.1, -1.0], [-0.5, 0.0, 1.0], [-1.6, 1.3, -1.1], [-2.5, -2.8, 3.3], [4.6, 1.9, -3.5], [0.1, -0.6, -0.2], [-0.5, 0.1, -0.5], [0.2, -1.3, -1.4], [0.5, 0.2, 0.5], [0.8, 1.7, -0.4], [-0.5, 0.5, -1.0], [0.7, -0.2, 0.6], [1.0, 0.2, 1.2], [0.9, -0.4, -0.1], [-1.0, 1.7, 0.1], [-1.3, -2.1, -1.2], [0.4, 0.7, 1.3], [0.3, -0.9, 0.0], [-0.6, 0.6, 0.0]], "lowdin_charge": [-0.275, -0.227, -0.267, 0.004, -0.239, -0.163, 0.010, 0.091, 0.061, 0.096, 0.142, 0.101, 0.121, 0.115, 0.060, 0.127, 0.120, 0.028, 0.063, 0.033], "fmax_ev_per_a": 6.1, "homo_energy_ev": [-3.4, -8.3], "e_above_lowest_kcal_mol": 89.6, "lumo_ev": [0.80, 0.80], "total_energy_ev": -8370.395, "charge": 0, "multiplicity": 2}